The following is a DFT calculation (wB97M-V/def2-TZVPD) of a molecular structure, C15H9Cl2NOSTc.

Structure (XYZ):
```
30
Properties=species:S:1:pos:R:3:forces:R:3:mulliken_spin:R:1
Tc 0.197912 0.151220 0.886510 0.39 0.06 0.14 2.201
Cl -0.010089 -1.046135 -1.227426 -0.09 0.16 0.07 0.013
C 1.033935 -2.446708 -1.034524 0.00 -0.22 -0.20 0.031
C 1.008918 -3.377926 -2.025938 -0.05 0.15 0.06 0.072
C 1.851479 -4.505831 -1.912294 0.09 -0.07 0.05 0.150
C 2.694949 -4.658041 -0.833463 0.01 -0.06 -0.05 -0.051
C 2.717526 -3.699025 0.170207 0.12 -0.12 0.13 0.166
Cl 3.749101 -3.906134 1.494881 -0.08 0.02 -0.10 0.073
C 1.868060 -2.539363 0.101717 0.06 0.29 0.23 0.108
S 1.964748 -1.374425 1.341253 -0.15 -0.22 -0.14 0.372
H 0.369172 -3.259381 -2.890294 -0.01 0.00 0.00 0.006
H 1.832329 -5.253861 -2.693724 0.00 0.00 0.00 0.005
H 3.341626 -5.520402 -0.749738 0.00 0.00 -0.01 0.001
C 1.077070 1.925125 0.323341 -0.30 0.09 -0.06 -0.162
C -0.329854 2.343093 0.229611 -0.10 0.06 0.06 0.040
C -1.102741 2.044821 -0.918393 0.09 -0.03 -0.03 -0.005
C -2.447221 2.352368 -0.970037 -0.07 0.04 0.04 -0.022
C -3.049652 2.986704 0.119478 0.13 -0.07 -0.04 -0.009
C -2.302856 3.328474 1.254727 0.00 0.00 -0.01 -0.010
C -0.967560 3.005679 1.308590 0.04 0.04 0.02 0.014
C -4.446259 3.299152 0.070574 -0.07 0.06 0.01 0.003
N -5.566854 3.546479 0.040096 -0.01 -0.02 -0.01 -0.002
H 1.678543 2.412224 1.087092 0.04 -0.07 0.03 0.028
H 1.609026 1.790215 -0.617980 0.01 -0.06 0.01 0.018
H -0.614880 1.634751 -1.796029 0.00 -0.01 0.02 -0.002
H -3.030434 2.133543 -1.853724 0.00 0.00 0.00 0.000
H -2.779440 3.849016 2.073838 0.00 0.00 0.00 0.000
H -0.378048 3.300631 2.169598 -0.01 -0.01 0.01 -0.002
O -0.031097 0.853643 3.972322 0.04 -0.01 0.02 0.042
C 0.062596 0.630091 2.879719 -0.08 0.01 -0.25 -0.079
```
Forces are in eV/Å.

Multiplicity ... 4
Total charge ... +2
Expectation value of S² ... 3.7960
Lowest unoccupied orbital energy (alpha / beta) ... -8.339 / -10.653 eV
E_HOMO (alpha / beta) ... -15.99 / -16.13 eV
Frontier orbital gap (alpha / beta) ... 7.65 / 5.48 eV
DFT total energy ... -57298.3258 eV

=====

The following is a DFT calculation (wB97M-V/def2-TZVPD) of a molecular structure, C16H24N5O11Tm at a distorted geometry.

Structure (XYZ):
```
57
Properties=species:S:1:pos:R:3:forces:R:3:mulliken_spin:R:1
Tm -0.306751 1.003825 0.448094 0.75 -2.39 1.24 2.015
O -3.531016 3.014264 -1.630767 0.02 -0.34 0.22 0.000
C -2.632553 2.338265 -1.085335 -1.45 -0.37 -0.31 0.001
O -2.688354 2.154857 0.379229 -0.27 -0.19 -0.36 0.000
C -2.519013 0.876213 -1.729638 -0.53 0.41 -0.17 0.002
N -1.259448 0.120493 -1.913988 -0.18 -0.13 0.20 -0.003
C -1.610434 -1.292018 -2.123997 -0.04 -0.38 0.34 0.000
C -1.996841 -2.051246 -0.856586 0.08 0.18 -0.24 0.001
N -0.940921 -2.057032 0.146966 0.01 -0.30 -0.05 0.000
C 0.093863 -3.026765 -0.172542 0.23 0.03 0.18 0.000
C 1.365041 -2.776727 0.637861 -0.27 -0.14 -0.17 0.000
N 1.957004 -1.490579 0.327999 0.26 -0.10 0.00 0.000
C 2.783904 -1.538383 -0.865064 -0.15 0.19 -0.31 0.000
C 2.146283 -0.854489 -2.081320 0.15 -0.17 0.21 0.000
N 1.653515 0.489847 -1.820657 0.23 0.08 -0.11 -0.001
C 0.940814 0.967353 -3.004509 -0.16 0.12 -0.19 -0.001
C -0.564400 0.599235 -3.127200 0.31 0.11 -0.03 0.001
C 2.767613 1.396967 -1.495016 -0.08 0.42 0.53 0.001
C 2.619804 2.324690 -0.217219 0.75 -0.29 -1.06 -0.001
O 3.530175 3.145488 -0.108435 0.05 0.13 0.04 0.000
O 1.684408 2.095523 0.580016 -0.65 -0.38 0.53 -0.004
C 2.648519 -0.941899 1.489483 -0.33 0.09 0.51 0.000
C 1.618160 -0.637538 2.640355 1.14 -0.55 -0.42 0.000
O 1.840231 -1.162358 3.731089 -0.02 -0.04 0.32 0.000
O 0.659661 0.103731 2.321010 -0.70 0.41 -0.37 -0.002
C -1.540800 -2.365527 1.441870 -0.45 0.62 0.21 0.000
C -2.499480 -1.191527 1.858762 0.47 -1.22 -0.28 0.000
O -3.552051 -1.499330 2.411815 -0.28 0.02 0.31 0.000
O -2.075003 -0.061720 1.531818 0.22 0.60 -0.14 0.000
H -3.033168 0.974319 -2.700282 0.13 -0.01 0.15 0.000
H -3.173135 0.303662 -1.068437 0.08 -0.01 -0.04 -0.001
H -0.749697 -1.793883 -2.575620 -0.09 0.08 -0.04 0.000
H -2.454450 -1.368485 -2.836542 0.19 -0.01 0.02 0.000
H -2.273839 -3.086781 -1.148639 -0.03 0.18 0.07 0.000
H -2.876604 -1.588636 -0.405428 0.02 -0.11 -0.09 0.000
H 0.336690 -2.963377 -1.235305 -0.01 -0.04 -0.02 0.000
H -0.261116 -4.058392 0.024774 0.02 0.07 -0.08 0.000
H 2.074680 -3.609334 0.441486 -0.11 0.15 0.12 0.000
H 1.125761 -2.794118 1.700984 0.04 -0.09 -0.03 0.000
H 3.003546 -2.580154 -1.161821 0.01 0.13 0.09 0.000
H 3.748387 -1.067009 -0.656349 -0.04 -0.05 0.02 0.000
H 1.302718 -1.451318 -2.431105 0.00 -0.05 -0.03 0.000
H 2.905092 -0.843978 -2.895549 -0.18 -0.02 0.07 0.000
H 1.441960 0.601561 -3.925144 0.02 0.11 0.17 0.000
H 1.008147 2.052722 -2.994577 -0.01 -0.15 -0.07 0.000
H -0.684657 -0.152832 -3.923347 -0.06 0.12 0.16 0.000
H -1.070400 1.503518 -3.469658 0.04 -0.07 -0.05 0.000
H 3.012214 2.054517 -2.338877 -0.06 -0.08 0.11 0.000
H 3.674110 0.819895 -1.292110 -0.08 0.06 -0.04 0.000
H 3.104672 0.011530 1.219813 0.03 -0.02 -0.06 0.000
H 3.423410 -1.633170 1.873960 -0.16 0.16 -0.03 0.000
H -0.773529 -2.415884 2.212928 0.06 -0.04 0.01 0.000
H -2.096287 -3.321458 1.411371 0.06 0.17 0.03 0.000
O -1.476766 2.768118 0.813250 -0.18 0.43 1.85 -0.005
N -1.249694 3.091224 -1.008759 0.28 3.00 -2.32 -0.002
O -1.239316 4.280496 -1.236691 0.05 -0.43 0.14 0.001
O -0.217699 2.411900 -1.234407 0.87 0.11 -0.74 -0.003
```
Forces are in eV/Å.

Multiplicity ... 3
ΔE to the lowest compared entry with this formula, charge and spin ... 435.9 kJ/mol
Total charge ... -2
Expectation value of S² ... 2.0018
Lowest unoccupied orbital energy (alpha / beta) ... 4.348 / 4.349 eV
E_HOMO (alpha / beta) ... -2.86 / -2.86 eV
Frontier orbital gap (alpha / beta) ... 7.20 / 7.21 eV
DFT total energy ... -76484.3427 eV

=====

The following is a DFT calculation (wB97M-V/def2-TZVPD) of 2 unconnected molecules or ions with the total composition C4H7BrN2 at a distorted geometry.

Structure (XYZ):
```
14
Properties=species:S:1:pos:R:3:forces:R:3:nbo_charge:R:1
C 1.361181 2.073416 0.549391 3.42 2.85 0.85 -0.418
C 0.285966 1.970395 -0.103620 -6.03 -2.34 -2.19 -0.154
C -0.641711 0.604714 -0.235423 -1.83 1.52 -1.93 -0.258
N -0.573830 -0.742781 0.262766 0.80 -1.02 1.87 -0.563
C -1.076598 -1.852266 0.362443 0.31 0.43 -1.06 0.699
N -1.284529 -3.057037 0.256939 0.57 1.56 -0.09 -0.741
H 1.836124 3.105036 0.583578 -0.28 -1.62 0.26 0.215
H 1.844740 1.204137 0.908124 0.59 -0.50 0.70 0.215
H -0.362342 2.797810 -0.608355 1.57 -1.43 1.01 0.215
H -0.786921 0.419749 -1.324012 0.29 0.71 0.33 0.206
H -1.632182 0.995930 0.077741 0.46 -0.11 -0.04 0.208
H -1.995727 -3.706709 0.504790 -0.29 0.16 0.45 0.421
Br 1.938456 -2.412839 -0.927398 0.07 0.34 0.08 -0.264
H 1.087373 -1.399554 -0.306965 0.36 -0.54 -0.24 0.219
```
Forces are in eV/Å.

SMILES ... C=CCN=C=N.Br
Multiplicity ... 1
ΔE to the lowest compared entry with this formula, charge and spin ... 178.6 kJ/mol
Lowest unoccupied orbital energy ... 0.625 eV
E_HOMO ... -9.54 eV
Frontier orbital gap ... 10.16 eV
DFT total energy ... -77281.0936 eV

=====

The following is a DFT calculation (wB97M-V/def2-TZVPD) of 2 unconnected molecules or ions with the total composition C3H3N3O at a distorted geometry.

Structure (XYZ):
```
10
Properties=species:S:1:pos:R:3:forces:R:3:nbo_charge:R:1
N 2.365647 -0.996800 0.873309 -0.48 0.27 -0.34 -0.606
C 1.343388 -0.582821 0.356513 0.51 -0.15 0.08 0.497
C 0.209369 -0.297888 -0.246860 0.20 -0.10 0.05 -0.574
C -1.029215 -0.198371 0.558129 0.21 -0.09 0.62 0.407
O -1.059225 0.317389 1.651347 -0.17 -0.36 -0.23 -0.519
H 3.016724 -0.293098 1.213127 -0.04 -0.02 0.12 0.391
H 0.200207 -0.073353 -1.308933 0.21 -0.58 0.29 0.261
H -1.934558 -0.671287 0.119213 0.21 0.20 0.07 0.129
N -1.185390 1.362176 -2.013622 -1.59 0.49 1.09 -0.001
N -1.926945 1.434057 -1.202222 0.95 0.35 -1.76 0.015
```
Forces are in eV/Å.

SMILES ... N=C=CC=O.N#N
Multiplicity ... 1
ΔE to the lowest compared entry with this formula, charge and spin ... 125.5 kJ/mol
Lowest unoccupied orbital energy ... 0.375 eV
E_HOMO ... -9.59 eV
Frontier orbital gap ... 9.97 eV
DFT total energy ... -9676.1532 eV

=====

The following is a DFT calculation (wB97M-V/def2-TZVPD) of a molecular structure, C37H32GaN9OSSe2Te2 at a distorted geometry.

Structure (XYZ):
```
85
Properties=species:S:1:pos:R:3:forces:R:3:lowdin_charge:R:1
Ga 2.947924 1.966195 0.579658 0.15 -0.61 -0.30 -0.118
C 0.322037 -4.876737 -1.440592 0.11 0.05 0.26 -0.043
C 1.512192 -3.939776 -1.777316 -0.97 -0.58 0.39 -0.564
C 2.639252 -4.765598 -2.340044 0.61 -0.42 -0.87 -0.049
C 1.062297 -2.877513 -2.768836 -0.08 0.91 -0.01 -0.056
C 1.986473 -3.371170 -0.458483 0.22 1.14 0.22 -0.169
C 2.272193 -4.268837 0.583937 0.03 0.27 -0.58 -0.037
C 2.818860 -3.864312 1.766500 -0.13 0.58 0.53 -0.061
C 3.017090 -2.492176 1.986754 0.33 -0.22 -0.39 -0.445
S 3.737305 -1.662030 3.326233 0.03 -0.86 0.32 1.152
C 3.591877 -0.178052 2.496704 -0.70 0.12 -0.05 -0.531
N 3.066133 -0.250213 1.302290 0.15 -0.22 0.36 -0.002
C 2.752874 -1.572542 0.973195 -0.14 -0.12 -0.17 -0.299
C 2.212242 -2.017187 -0.249043 0.47 0.37 0.00 0.047
C 3.859113 1.084039 3.188220 -0.11 0.02 -1.29 -0.250
C 4.288561 1.113424 4.495846 0.14 0.57 -0.48 -0.057
C 4.595983 2.340372 5.038264 -0.54 -0.23 0.51 -0.078
C 4.384010 3.495995 4.321866 0.26 1.05 0.17 -0.075
C 3.890747 3.456638 3.029569 0.00 0.44 -0.95 -0.096
C 3.648336 2.241643 2.420589 -0.05 -0.57 0.13 -0.188
H -0.224444 -5.167881 -2.322983 -0.11 -0.05 -0.51 0.075
H -0.384543 -4.348501 -0.782034 0.18 -0.36 -0.05 0.097
H 0.685637 -5.815539 -0.982088 -0.37 0.53 -0.01 0.081
H 2.402407 -5.202152 -3.320095 -0.18 -0.01 0.26 0.098
H 2.994013 -5.556482 -1.681298 -0.30 -0.14 0.10 0.083
H 3.504309 -4.146538 -2.498833 0.47 0.47 -0.15 0.087
H 0.583062 -3.296370 -3.656924 0.02 -0.25 0.17 0.089
H 1.913224 -2.283875 -3.152822 -0.31 -0.25 0.35 0.080
H 0.331725 -2.176465 -2.302013 0.49 -0.42 -0.30 0.095
H 2.077220 -5.296693 0.354639 0.14 -0.46 0.43 0.101
H 3.058325 -4.569068 2.534578 0.11 -0.35 0.31 0.105
H 2.090570 -1.231894 -0.989827 -0.21 -0.38 -0.05 0.071
H 4.387881 0.212897 5.048207 0.16 -0.61 0.55 0.078
H 4.860268 2.388868 6.073204 0.42 0.13 0.40 0.101
H 4.627214 4.449789 4.794662 -0.16 -0.20 -0.17 0.111
H 3.719403 4.347011 2.401948 0.16 -0.18 0.71 0.094
Se 4.527408 0.995249 -1.077244 -0.04 0.03 0.14 -0.034
Te 4.823949 2.748420 -2.869378 -0.15 -0.06 0.23 0.168
Te 4.337042 4.812946 -1.207697 0.01 -0.06 0.04 0.203
Se 2.104235 3.939092 -0.474350 -0.36 0.41 0.01 -0.014
C -1.534815 -0.449861 3.367503 -0.16 -0.45 -0.58 -0.070
N -0.795762 0.541956 2.618179 -0.20 0.68 0.65 -0.118
C 0.226430 0.330234 1.814417 0.33 -0.83 -1.24 -0.118
N 0.793393 1.467936 1.482347 0.47 0.70 -0.10 0.040
C 0.074527 2.397421 2.175424 0.03 0.46 0.05 -0.182
N -0.903079 1.877334 2.883592 0.02 -0.11 -0.02 0.139
C -2.932382 -0.742843 2.859609 -0.25 -0.26 -0.24 -0.182
C -3.731554 -1.649952 3.563526 -0.18 0.52 0.24 -0.035
C -5.017491 -1.962514 3.128728 0.59 0.15 -0.47 -0.055
C -5.476895 -1.454956 1.912677 -0.90 -0.43 0.08 -0.020
C -4.702175 -0.545396 1.214013 -0.26 0.13 0.09 -0.130
C -3.449141 -0.174320 1.710035 0.29 0.12 -0.79 0.032
C -5.208620 0.049522 -0.038364 0.91 -0.53 0.62 -0.300
N -6.328301 -0.100447 -0.638986 -0.76 -0.27 0.65 0.118
N -6.268095 0.629014 -1.810085 -0.02 -0.30 -0.12 0.128
C -5.089535 1.107417 -1.848305 1.65 0.99 -0.38 -0.276
O -4.331807 0.808660 -0.731469 -0.97 0.01 -0.87 0.114
C -4.411051 1.936665 -2.860033 -0.56 0.42 -0.48 -0.114
C -5.131045 2.619223 -3.858928 0.69 -0.23 0.44 -0.005
C -4.426390 3.480620 -4.699124 -0.46 -0.55 0.19 -0.058
C -3.057133 3.643414 -4.549638 -0.25 1.29 -1.23 -0.036
C -2.354639 2.949777 -3.599607 0.83 0.63 -0.60 -0.212
C -0.886275 3.189563 -3.427422 1.17 0.29 0.69 -0.062
N -0.151310 2.033880 -2.906733 -0.22 0.85 -0.10 -0.125
C 0.031211 1.689711 -1.624931 -0.38 0.27 -0.46 -0.252
N 0.904306 0.725739 -1.542538 0.15 -0.56 0.80 0.076
C 1.253534 0.525570 -2.823409 0.65 -0.11 -0.74 -0.263
N 0.666150 1.304184 -3.695698 -0.43 0.13 0.04 0.142
C -3.029332 2.102257 -2.793666 -0.61 -1.53 1.56 0.017
H -1.600247 -0.104588 4.376918 0.08 0.24 0.71 0.127
H -0.909227 -1.354869 3.357276 -0.32 0.15 0.02 0.144
H 0.467281 -0.646545 1.385087 0.01 0.42 0.37 0.148
H 0.312767 3.477271 2.155257 -0.26 -0.91 0.02 0.123
H -3.360283 -2.026777 4.512056 -0.08 -0.18 -0.09 0.117
H -5.634813 -2.621861 3.712948 -0.10 -0.17 0.05 0.104
H -6.454779 -1.771580 1.496284 0.72 0.36 0.40 0.130
H -2.869288 0.515378 1.093737 -0.01 -0.09 0.43 0.121
H -6.196457 2.466066 -3.961033 -0.01 0.07 0.04 0.115
H -4.979582 3.980339 -5.482007 0.16 0.19 -0.02 0.106
H -2.538045 4.369575 -5.200201 -0.25 -0.52 0.34 0.129
H -0.680923 4.027546 -2.717389 -0.36 -0.54 -0.36 0.141
H -0.359825 3.480786 -4.338982 -0.35 -0.17 -0.09 0.134
H -0.480546 2.174977 -0.817342 -0.10 0.08 0.20 0.113
H 2.008209 -0.163326 -3.152536 0.10 -0.13 0.13 0.090
H -2.481371 1.502823 -2.066151 -0.17 0.24 -0.10 0.116
```
Forces are in eV/Å.

Multiplicity ... 1
ΔE to the lowest compared entry with this formula, charge and spin ... 0.0 kJ/mol
Lowest unoccupied orbital energy ... -0.239 eV
E_HOMO ... -7.00 eV
Frontier orbital gap ... 6.76 eV
DFT total energy ... -262840.6078 eV

=====

The following is a DFT calculation (wB97M-V/def2-TZVPD) of 2 unconnected molecules or ions with the total composition C4H7NO4 at a distorted geometry.

Structure (XYZ):
```
16
Properties=species:S:1:pos:R:3:forces:R:3:nbo_charge:R:1
C -0.168473 0.427349 -0.002399 -1.19 -5.19 0.18 0.146
C -1.296408 -1.290273 -0.017352 3.49 4.69 0.15 0.860
C 2.167594 -0.494084 -0.280766 -2.83 -0.44 1.27 -0.589
C 1.248732 0.417367 0.529409 -1.68 -0.29 -0.81 -0.465
N -0.960374 1.385640 0.080915 -1.34 3.38 -0.13 0.271
O -0.688604 2.638275 0.151061 0.04 -0.85 0.34 -0.575
O -2.359473 1.172389 0.077198 0.23 1.48 0.09 -0.548
O -1.600879 -1.728636 1.002558 -0.91 -1.33 2.54 -0.546
O -1.462424 -1.699223 -1.209904 -0.04 -0.59 -2.59 -0.665
H 3.049508 -0.653069 0.248596 1.66 -0.47 0.46 0.217
H 2.258405 0.010677 -1.175720 0.97 0.95 -2.03 0.213
H 1.630280 -1.417592 -0.545047 0.43 0.00 0.44 0.202
H 1.576093 1.419572 0.571200 0.60 1.34 -0.54 0.242
H 1.066471 0.265430 1.575963 0.35 -1.12 0.79 0.231
H -2.619782 2.143750 0.241688 0.36 -1.78 -0.43 0.503
H -1.840667 -2.597577 -1.247394 -0.13 0.21 0.26 0.504
```
Forces are in eV/Å.

Multiplicity ... 1
ΔE to the lowest compared entry with this formula, charge and spin ... 634.8 kJ/mol
Lowest unoccupied orbital energy ... 0.270 eV
E_HOMO ... -8.91 eV
Frontier orbital gap ... 9.18 eV
DFT total energy ... -13936.0576 eV